{"formula": "C49H38CoN2O5S2", "method": "ωB97M-V with the def2-TZVPD basis set", "symbols": ["H", "N", "O", "H", "H", "C", "C", "H", "C", "C", "H", "C", "H", "C", "C", "H", "H", "H", "C", "H", "O", "C", "C", "C", "C", "H", "C", "C", "O", "H", "H", "C", "H", "C", "C", "C", "C", "H", "O", "H", "C", "C", "C", "C", "H", "H", "H", "H", "C", "C", "H", "C", "C", "O", "S", "H", "H", "H", "C", "C", "C", "H", "H", "H", "C", "H", "C", "C", "C", "C", "H", "C", "H", "C", "C", "C", "H", "C", "Co", "N", "C", "H", "H", "C", "H", "C", "C", "C", "H", "C", "H", "H", "S", "H", "C", "C", "C"], "coordinates": [[0.840312, -5.671210, -2.735113], [-1.920317, -3.127443, -3.351316], [-0.107998, -3.407486, -1.935055], [3.088332, -6.634057, 3.924757], [1.948616, -5.769771, 1.608743], [4.528474, 3.174321, 2.973743], [-1.277965, 4.045670, -0.000781], [1.500913, -6.248331, 4.786945], [4.150892, 3.197853, 1.620502], [-0.350552, -7.512148, -2.723059], [-0.630777, 4.040547, 0.853289], [-1.611464, 5.240311, -0.666270], [-3.339954, 1.945504, -1.842096], [-2.451084, 5.282596, -1.803746], [0.809532, 1.532822, -4.609312], [2.427018, -1.213795, 3.672320], [2.328706, 2.149638, -6.840467], [-3.756482, -7.545972, -3.269487], [-2.576368, -5.834759, -3.086492], [3.087161, 2.961444, -5.417443], [0.635787, -0.461349, -3.323551], [-1.770012, 2.167518, 6.601396], [2.814359, 2.021587, -5.899698], [2.302923, 2.318225, 3.614996], [-1.088301, -3.873079, -2.589612], [2.811046, -3.150992, 5.102255], [2.186035, -2.213770, 3.271467], [-0.217937, -0.381497, 2.584209], [-0.424306, -1.740526, 0.313002], [-0.234143, 3.599595, 3.920221], [-1.152079, -2.298502, 2.822775], [-1.986579, 0.907802, 6.077468], [5.428591, 3.613734, 3.333226], [-2.827028, 2.856624, -1.500424], [0.015248, 0.406184, -4.018859], [0.150416, 2.700622, -4.975598], [-0.658896, 2.796936, 4.492159], [1.712540, 1.879849, 4.420179], [-1.187725, 0.439738, -1.219946], [0.495301, -8.144150, -2.663635], [-1.086883, -1.237624, 3.206042], [-1.332961, -5.274905, -2.809074], [-2.696683, -7.202292, -3.091571], [-1.240720, 2.640373, -5.011388], [0.584562, 3.643083, -5.304136], [-1.690648, 7.057682, -2.734803], [-2.065161, 2.540847, 7.560275], [-0.840873, 4.043058, 6.167527], [2.455948, -3.343203, 4.073803], [-1.865255, 2.878107, -0.493982], [-3.390411, -5.187371, -3.286080], [1.582643, -3.647225, 1.396826], [-1.622709, -0.869749, 4.421999], [2.014684, 1.229856, -4.992365], [-1.294644, 1.252622, 0.104057], [3.751125, 1.424527, -5.986382], [3.883172, 2.986134, 4.949172], [-1.770720, -9.103007, -2.966085], [1.550219, -2.371914, 2.061490], [-1.947591, 1.480260, -4.895389], [-2.103451, -0.931025, -4.137066], [3.001982, -5.601253, 5.336356], [1.246706, -3.677742, 0.334634], [-1.710328, 3.572211, -5.200046], [2.613800, 2.449516, -0.133772], [3.383088, 2.374234, -0.908219], [1.946310, 2.302865, 2.280999], [-0.141966, 0.960650, 2.851563], [2.920506, 2.700569, 1.236610], [3.573199, 2.850322, 3.936586], [-3.125278, -1.061332, -4.509871], [-1.612742, -8.024108, -2.949065], [0.919203, 1.999485, -1.456726], [-1.450784, 0.492186, 4.835433], [0.357329, 1.779158, 0.541425], [-1.131535, 3.085372, 5.735283], [-2.612374, 0.201408, 6.570906], [2.306923, -4.663815, 3.515917], [-0.310878, -1.368551, -1.699032], [-1.530426, -1.892123, -3.346124], [0.648417, 1.768044, 1.879986], [-3.359457, 7.155530, -2.164225], [-3.059569, 1.474542, -5.003155], [-1.380684, 0.266344, -4.369085], [-2.106772, -1.669791, 5.019115], [-2.619730, 6.502422, -2.652036], [1.947795, -4.759240, 2.122332], [-3.204973, 4.092760, -2.057710], [-2.994363, 6.250556, -3.648456], [-0.215982, -6.152860, -2.734304], [4.780108, 3.582835, 0.830302], [-4.057647, 4.089320, -2.747961], [0.689016, -1.060035, 1.153115], [-1.271111, 6.228669, -0.351009], [1.312202, 2.069809, -0.460286], [-0.778769, 1.484795, 4.017313], [2.462904, -5.861267, 4.438643]], "atomic_forces_ev_per_a": [[-1.9815, -0.8891, 0.3837], [-1.0799, 0.5505, -0.3388], [-0.7120, -0.2962, 0.0125], [-0.8482, 0.3011, 0.4475], [-0.0218, 1.3151, 0.8063], [-1.6799, 1.0829, -1.2538], [-1.3406, 0.7414, -1.1890], [0.0777, -0.1568, -0.4422], [1.0488, -0.2335, 1.1983], [-0.5851, 0.4364, -0.8159], [0.2494, 0.0537, 0.1460], [-0.1984, 0.2500, -0.5751], [0.4833, 0.3928, 0.3550], [-0.6718, -2.1636, 0.8428], [-2.0091, 1.2691, -1.4588], [-0.5216, -0.4939, -0.1276], [-0.4574, 0.1529, -0.6293], [1.5057, -0.1990, 0.1899], [1.1357, 0.5844, 0.5196], [-0.1953, 0.1600, -0.2239], [0.0285, 1.1245, -0.1187], [0.3495, -0.4468, -1.9534], [0.8726, -0.7377, 1.7257], [2.4008, 0.7374, 1.0462], [0.5760, 0.7363, -0.8046], [-0.1667, -0.4665, -0.7064], [-0.2304, 0.2909, 1.1879], [0.3616, 0.6556, -1.7900], [1.2100, 0.0978, 0.7912], [0.3759, -0.0236, -0.3282], [-0.0624, 1.2999, 0.5627], [-0.0523, 0.6392, 0.4688], [0.7705, 0.0797, -0.1221], [-0.6237, 1.0824, 0.1221], [1.4174, -1.2995, 0.3704], [0.7904, -0.9449, 0.6878], [-0.7469, -0.0504, 0.1924], [-0.0954, 0.4669, -0.4183], [-0.0066, 0.8009, 0.8051], [0.6927, -0.5413, 0.0829], [-0.2503, -2.6017, 1.4157], [1.4768, -2.2496, 0.3582], [-2.4726, 0.0206, -0.8239], [-0.6251, -0.4342, 0.0439], [0.4845, -0.5175, 0.0626], [0.0895, 0.0261, -0.0557], [-0.3636, -0.3428, 0.3815], [-0.4623, 0.0710, -0.2636], [0.1893, -0.8010, -1.3641], [0.6126, -0.7773, -0.0226], [-0.7834, 0.3922, 0.0681], [-0.7840, 1.5742, 0.1467], [0.1337, -0.0479, -0.9081], [2.1008, -0.9664, 0.3750], [-0.1052, 0.0839, -1.4471], [-0.8085, 0.4656, -0.2022], [-0.0898, -0.2390, 0.6619], [0.1049, 0.2298, -0.0303], [0.0868, -1.6871, -1.7088], [-1.9357, -0.8183, 0.6050], [0.7753, -0.8002, 1.2551], [0.2384, 0.3147, 0.2293], [0.1542, -0.3121, 1.0081], [-0.8267, 0.4917, -0.3503], [-1.9371, -0.8630, -0.3176], [-0.1938, 0.6995, 0.3237], [-0.3683, -0.5012, -1.9496], [0.2180, 0.7318, -0.2330], [-1.6214, -0.8693, 0.8908], [-0.7888, -1.0674, -0.4231], [0.4259, -0.1423, -0.1682], [-0.3226, -1.4706, 0.5996], [0.4228, -0.2235, -0.6129], [-0.2233, 0.5634, 0.1679], [-0.0218, -0.0621, 0.5413], [0.8193, 0.7401, 1.2081], [-0.1613, -0.4943, 0.6413], [-0.4513, 1.6902, 0.1666], [-0.1972, -0.1148, -1.0882], [-0.3465, 2.2613, -0.5421], [1.4182, 0.3786, 0.2278], [0.1676, 0.0330, -0.2882], [1.0406, 0.1846, -0.0896], [-0.1772, 1.3109, 0.0484], [0.0778, 1.0883, -0.2201], [-0.6651, 0.2214, 0.4917], [0.5731, -1.4013, 0.8342], [0.8663, 0.0598, -0.2627], [0.1166, 0.0452, 0.1921], [1.7930, 2.2157, 0.4127], [0.3829, -0.1373, 0.1383], [0.5778, 0.1632, -0.0083], [-0.1692, -0.2744, 0.6757], [0.4812, -0.4743, 0.1765], [0.6824, 0.6861, 0.4882], [-0.1489, -2.1560, -0.0585], [0.7317, -0.2544, -1.0461]], "mulliken_spin": [0.001, 0.211, 0.138, 0.000, 0.000, 0.000, -0.001, 0.000, 0.000, -0.012, 0.000, 0.001, -0.004, 0.002, 0.146, 0.000, 0.004, 0.000, 0.031, 0.002, 0.223, 0.000, -0.007, 0.000, -0.005, 0.000, -0.002, 0.006, 0.008, 0.000, 0.000, 0.000, 0.000, 0.003, 0.091, -0.121, 0.001, 0.000, 0.037, 0.000, -0.002, 0.001, -0.011, 0.157, -0.001, 0.000, 0.000, 0.000, 0.000, 0.005, 0.001, 0.001, -0.001, 0.050, 0.002, -0.001, 0.000, 0.001, -0.001, -0.125, -0.129, 0.000, 0.002, 0.009, 0.003, 0.000, 0.000, 0.002, 0.000, 0.000, 0.006, 0.025, 0.003, 0.000, 0.006, 0.000, 0.000, -0.001, 2.812, 0.260, -0.005, 0.000, 0.001, 0.170, 0.000, 0.000, -0.001, 0.002, 0.000, 0.024, 0.000, 0.000, -0.004, 0.000, -0.011, -0.002, 0.000], "total_energy_ev": -123935.1467, "multiplicity": 5, "homo_lumo_gap_ha": [0.2550, 0.2079], "charge": 1}

***

{"formula": "C49H39N2OP2W", "method": "ωB97M-V with the def2-TZVPD basis set", "symbols": ["C", "H", "C", "H", "C", "H", "C", "H", "C", "C", "H", "C", "C", "C", "H", "C", "C", "C", "C", "H", "H", "C", "C", "C", "H", "C", "H", "C", "H", "H", "H", "H", "H", "H", "C", "C", "H", "H", "C", "H", "C", "C", "C", "C", "H", "C", "H", "C", "C", "C", "H", "C", "H", "C", "C", "H", "O", "H", "C", "H", "C", "C", "H", "C", "H", "C", "H", "C", "C", "C", "H", "P", "N", "C", "H", "P", "H", "H", "C", "N", "H", "C", "H", "C", "C", "H", "C", "C", "H", "H", "C", "C", "H", "W"], "coordinates": [[-4.261238, -2.055173, -3.004371], [2.777961, 0.441483, -1.380841], [3.239920, 2.650194, 3.496627], [4.020848, 3.155448, 0.240907], [3.428566, -5.497651, -1.427503], [-4.171969, -4.659468, -0.170999], [3.318655, -4.129568, -1.622566], [0.143215, -6.300424, -1.338501], [2.289411, -6.282774, -1.322352], [4.088328, 3.219332, 1.321655], [-3.271376, 3.563317, -3.604643], [0.922324, -4.325099, -1.599072], [4.411885, -1.046273, -4.539468], [-1.461787, 2.424244, -3.852539], [4.408290, -5.951554, -1.355817], [0.448785, 3.055775, 1.338716], [-0.145797, -0.808903, -0.922797], [-4.763481, 3.120689, 2.302959], [0.365511, 0.793032, 3.532924], [-1.601712, 5.146337, 1.380927], [1.338168, -2.860014, 2.771965], [-3.597860, 5.223134, 2.151246], [-0.244388, 1.922387, -1.835111], [3.535882, -1.813928, -3.787548], [0.743544, 3.908916, 0.726318], [-2.684699, -2.379424, 2.741988], [0.082043, 1.811053, 3.773004], [2.063128, -3.527335, -1.709253], [2.518153, 2.145390, 4.126126], [5.875962, 4.401970, 1.286409], [-5.647964, 2.555267, 2.563538], [-3.885811, -3.836833, 1.758896], [3.308757, -2.827677, -4.091401], [4.211680, -3.522135, -1.695019], [1.066984, -1.835808, 2.991957], [-2.508197, 3.192332, 1.460519], [5.387717, 0.852863, -4.752530], [-0.054928, -3.863718, -1.677700], [0.309889, -1.540056, 4.116589], [-3.105607, 3.664321, -1.152713], [0.881490, -1.416689, -1.371353], [5.134930, 3.916427, 1.907646], [-3.647617, 2.467049, 1.800482], [3.125497, 2.589903, 2.108798], [4.333864, 1.807279, -2.724820], [-2.484828, 4.575115, 1.641752], [2.378158, -7.351429, -1.178048], [-2.120068, -1.267917, 2.223536], [-3.163404, -2.274639, 0.572401], [4.291664, 3.337758, 4.082343], [2.043982, -1.055657, 1.250809], [1.143960, 0.510961, 2.409519], [-0.639810, 0.013472, 5.256989], [-2.335890, 3.168988, -1.731764], [4.102370, 0.794912, -3.032300], [-5.604610, 5.006303, 2.874149], [-3.210082, -0.459623, -1.639381], [-3.662609, 1.387942, 1.683374], [-4.748702, -4.263107, -2.174809], [-0.001880, -2.332243, 4.785124], [-3.698053, -1.692902, -1.776786], [4.698247, 0.259515, -4.166689], [-1.559382, 2.359911, -4.927903], [3.223840, 0.031990, -2.280311], [-5.138484, -5.258190, -2.335114], [-0.047098, -0.224334, 4.382850], [4.871171, -1.469558, -5.423203], [-4.776353, -3.317437, -3.200701], [-4.210802, -3.914460, -0.957062], [1.472835, -0.817396, 2.141371], [-3.579690, 6.295492, 2.291776], [1.772991, 1.745823, 1.212543], [-3.336559, -2.997538, 1.696233], [-4.736766, 4.496265, 2.477867], [-2.680035, -2.784228, 3.737372], [-1.110553, 2.320053, 0.735515], [0.391900, 1.343014, -3.802557], [4.377159, 3.372660, 5.160537], [-0.374417, 1.847683, -3.228058], [-2.430925, -1.200616, 0.874711], [-4.267681, -1.314252, -3.792542], [-3.691007, -2.632497, -0.732452], [6.057370, 4.509647, 3.749239], [1.035584, -5.691779, -1.408982], [5.236640, 3.975425, 3.289167], [0.675110, 1.594930, -1.367816], [-1.245001, 2.567578, -1.075245], [-2.431439, 3.099489, -3.105233], [-5.197674, -3.579073, -4.162387], [0.295362, 3.408340, 2.360149], [1.930924, -2.065632, -1.881372], [2.925027, -1.281121, -2.651474], [-1.501776, -0.524948, 2.698534], [-1.665668, 0.199674, -0.516950]], "atomic_forces_ev_per_a": [[-0.0034, 0.0219, -0.0244], [-0.0025, -0.0012, 0.0070], [-0.0039, -0.0081, 0.0041], [0.0094, -0.0013, 0.0024], [0.0055, -0.0002, 0.0029], [-0.0085, -0.0070, -0.0065], [0.0050, -0.0090, 0.0042], [0.0005, -0.0042, -0.0010], [0.0023, -0.0087, -0.0037], [-0.0087, 0.0038, -0.0227], [-0.0014, -0.0050, -0.0062], [0.0120, -0.0236, 0.0080], [-0.0006, -0.0121, -0.0051], [0.0545, -0.0498, -0.0127], [-0.0003, -0.0004, -0.0001], [-0.0053, -0.1583, 0.0317], [0.9530, 0.1437, 0.1939], [-0.0087, 0.0141, 0.0073], [0.0835, 0.0270, 0.0638], [0.0023, -0.0011, -0.0003], [-0.0005, -0.0072, -0.0150], [0.0081, -0.0016, -0.0006], [-0.0384, 0.1659, -0.2049], [-0.0091, 0.0055, 0.0114], [-0.0392, -0.0129, -0.0316], [-0.0230, 0.0255, -0.0161], [0.0010, 0.0273, -0.0149], [-0.0124, -0.0113, 0.0437], [0.0102, 0.0050, 0.0018], [-0.0031, -0.0018, -0.0004], [-0.0015, 0.0023, 0.0024], [-0.0031, 0.0043, 0.0037], [0.0017, -0.0030, -0.0019], [-0.0021, 0.0076, -0.0068], [0.0088, 0.0090, 0.0707], [0.0653, 0.0190, 0.0452], [-0.0011, 0.0022, 0.0015], [0.0026, 0.0101, -0.0074], [0.2040, 0.0599, 0.1132], [0.0131, 0.0119, 0.0019], [-0.0373, -0.3068, -0.1062], [0.0021, 0.0055, -0.0025], [0.0020, -0.0236, 0.0044], [-0.0290, -0.0028, 0.0149], [-0.0003, -0.0004, -0.0073], [-0.0123, 0.0155, 0.0028], [0.0002, -0.0006, -0.0010], [-0.1254, 0.0815, -0.1550], [-0.0515, 0.0173, -0.0165], [0.0031, 0.0036, -0.0127], [-0.0057, -0.0028, 0.0129], [-0.0322, -0.0059, 0.0227], [-0.0089, 0.0030, 0.0083], [-0.1386, -0.0893, -0.0064], [0.0087, 0.0050, -0.0023], [-0.0013, -0.0002, 0.0003], [0.6159, 0.3109, 0.2315], [0.0055, 0.0014, -0.0027], [0.0057, 0.0177, 0.0002], [-0.0007, -0.0070, 0.0063], [-0.0732, -0.0032, -0.0203], [-0.0031, -0.0003, 0.0161], [-0.0150, 0.0102, 0.0006], [-0.0039, -0.0180, -0.0077], [0.0017, -0.0029, 0.0054], [0.2340, -0.0183, 0.1993], [-0.0019, -0.0022, 0.0011], [-0.0026, -0.0122, 0.0119], [-0.0097, -0.0058, -0.0106], [0.0116, -0.0190, 0.0175], [-0.0013, 0.0002, 0.0002], [0.0642, 0.0277, 0.0269], [-0.0205, -0.0223, -0.0355], [0.0023, -0.0066, -0.0047], [-0.0059, -0.0069, -0.0046], [0.0106, -0.1398, -0.4358], [0.0153, 0.0130, 0.0118], [0.0004, -0.0012, 0.0007], [-0.1016, 0.0413, -0.0242], [0.0286, 0.0062, -0.1097], [-0.0002, -0.0037, -0.0004], [0.0274, -0.0172, 0.0285], [-0.0004, -0.0006, 0.0010], [-0.0051, 0.0081, 0.0086], [-0.0019, -0.0020, 0.0059], [-0.0256, -0.0603, -0.0069], [0.2497, 0.1149, 0.2029], [-0.0139, 0.0081, 0.0459], [0.0006, 0.0027, -0.0010], [-0.0055, -0.0157, 0.0193], [-0.0732, 0.1503, 0.0135], [0.0317, -0.0084, -0.0171], [-0.2094, -0.0833, -0.2173], [-1.5706, -0.1928, 0.0487]], "mulliken_spin": [0.002, -0.028, 0.000, 0.000, 0.020, 0.000, -0.034, 0.001, -0.033, 0.001, 0.002, -0.011, 0.017, 0.038, 0.000, -0.016, -0.241, 0.010, 0.013, 0.000, 0.000, -0.001, 0.113, -0.037, -0.003, -0.003, 0.000, 0.001, 0.000, 0.000, 0.000, 0.000, 0.000, 0.000, -0.004, -0.044, -0.002, -0.010, 0.001, 0.001, 0.282, 0.000, 0.034, 0.003, 0.000, -0.002, -0.002, 0.036, 0.050, 0.000, -0.006, -0.005, 0.000, -0.059, 0.024, 0.000, 0.014, -0.005, -0.004, 0.000, 0.059, -0.029, 0.004, -0.001, 0.000, -0.006, 0.000, 0.005, 0.003, 0.015, 0.000, 0.001, 0.006, 0.001, -0.001, 0.097, 0.003, 0.000, -0.029, -0.077, 0.000, -0.032, 0.000, 0.023, 0.000, -0.028, 0.075, 0.000, 0.000, 0.006, -0.081, 0.001, -0.007, 1.880], "total_energy_ev": -76870.5082, "de_lowest_kcal_mol": 0.0, "multiplicity": 3, "homo_lumo_gap_ha": [0.2481, 0.2201], "charge": 1}